(1)
{"formula": "C5H12N2O", "method": "wB97M-V/def2-TZVPD", "elements": ["C", "C", "C", "C", "C", "H", "H", "H", "H", "H", "H", "H", "H", "H", "H", "H", "H", "N", "N", "O"], "positions_angstrom": [[-0.369, -2.269, -0.634], [-0.287, -0.322, 1.232], [0.616, 0.827, 1.272], [-0.663, 0.948, 0.308], [-1.311, 1.429, -1.765], [-1.685, -2.228, -0.503], [0.421, -3.309, -0.294], [-0.065, -1.776, -1.844], [0.854, -2.078, 0.923], [-0.835, -0.619, 2.053], [0.608, 1.380, 2.302], [1.550, -0.441, 0.334], [-1.534, 1.461, 0.632], [1.039, 0.891, -1.270], [-1.487, 2.538, -1.615], [-1.034, 1.104, -2.888], [-2.500, 0.936, -1.625], [0.461, -1.414, 0.362], [-0.253, 0.696, -1.041], [1.913, 0.436, 0.760]], "mulliken_charge": [-0.566, -0.479, -0.117, -0.430, -0.939, 0.191, 0.230, 0.174, 0.295, 0.464, 0.278, 0.536, 0.446, 0.357, 0.316, 0.295, 0.244, -0.387, -0.247, -0.659], "total_energy_ha": -382.15174, "lumo_ha": 0.02824, "relative_energy_kj_mol": 921.0, "gap_ev": 8.9, "multiplicity": 1}

***

(2)
{"formula": "C5H12N2O", "method": "wB97M-V/def2-TZVPD", "elements": ["C", "C", "C", "C", "C", "N", "N", "O", "H", "H", "H", "H", "H", "H", "H", "H", "H", "H", "H", "H"], "positions_angstrom": [[2.558, -0.803, -0.830], [0.877, -0.340, 0.306], [-1.294, -1.384, 1.088], [-1.334, 0.528, -0.464], [-0.514, -0.697, -0.039], [1.133, 2.105, 0.434], [1.167, 0.807, 1.027], [1.799, -1.426, 0.245], [2.166, -1.044, -1.876], [3.582, -0.528, -0.681], [-0.850, -2.202, 1.691], [-2.067, -1.955, 0.727], [-1.633, -0.799, 1.923], [-1.419, 1.139, 0.333], [-2.255, 0.285, -0.831], [-0.989, 1.154, -1.332], [-0.618, -1.215, -0.955], [0.246, 2.085, -0.078], [1.859, 2.354, -0.220], [2.021, 0.819, 1.560]], "mulliken_charge": [-0.584, -0.306, -1.634, -2.319, 1.433, -0.713, -0.061, -0.409, 0.214, 0.332, 0.377, 0.472, 0.399, 0.606, 0.548, 0.366, 0.298, 0.291, 0.299, 0.390], "total_energy_ha": -382.25062, "lumo_ha": [0.03018, 0.02796], "relative_energy_kj_mol": 661.4, "gap_ev": [8.4, 7.9], "multiplicity": 1}

***

(3)
{"formula": "C5H12N2O", "method": "wB97M-V/def2-TZVPD", "elements": ["C", "C", "N", "C", "C", "C", "N", "O", "H", "H", "H", "H", "H", "H", "H", "H", "H", "H", "H", "H"], "positions_angstrom": [[-1.423, -4.074, -1.201], [-1.272, -3.496, 0.137], [-0.168, 2.700, 1.507], [-0.270, 1.014, -0.155], [0.692, 1.870, 0.664], [1.726, 2.713, -0.178], [2.413, 1.826, -1.029], [-1.674, -2.338, 0.316], [-0.895, -3.972, 1.072], [-1.696, -3.460, -2.035], [-2.113, -4.465, -0.295], [0.375, 3.461, 1.902], [-1.107, 1.717, -0.183], [-0.690, 0.211, 0.462], [-0.082, 0.843, -1.206], [1.225, 1.207, 1.322], [1.079, 3.219, -0.900], [2.316, 3.350, 0.492], [3.346, 1.625, -0.637], [-0.716, -4.871, -1.428]], "mulliken_charge": [-0.688, 0.063, -0.647, -1.288, 0.535, -0.607, -0.499, -0.532, 0.398, 0.285, 0.173, 0.229, 0.387, 0.300, 0.360, 0.310, 0.332, 0.370, 0.223, 0.297], "total_energy_ha": -382.13963, "lumo_ha": -0.08775, "relative_energy_kj_mol": 952.8, "gap_ev": 5.4, "multiplicity": 1}

***

(4)
{"formula": "C5H12N2O", "method": "wB97M-V/def2-TZVPD", "elements": ["N", "C", "C", "C", "C", "C", "N", "O", "H", "H", "H", "H", "H", "H", "H", "H", "H", "H", "H", "H"], "positions_angstrom": [[-0.924, -1.550, -0.550], [-0.136, -0.725, 0.411], [-0.472, 0.814, 0.251], [-1.982, 1.252, 0.204], [-3.018, 0.128, 0.294], [1.399, -0.813, 0.208], [2.187, -0.391, 1.228], [1.871, -1.005, -0.951], [-1.957, -1.033, -0.404], [-0.527, -1.286, -1.488], [-0.441, -1.000, 1.385], [0.084, 1.046, -0.762], [0.042, 1.219, 1.196], [-2.104, 1.771, -0.785], [-2.144, 2.238, 0.930], [1.892, -0.774, 2.170], [-3.476, -0.081, -0.652], [-3.722, 0.083, 1.024], [6.527, 0.337, -1.967], [6.902, -0.229, -1.742]], "mulliken_charge": [-0.532, -0.009, -0.670, -0.166, -0.795, 0.343, -0.636, -0.610, 0.276, 0.396, 0.373, 0.273, 0.313, 0.224, 0.318, 0.217, 0.332, 0.354, -0.004, 0.004], "total_energy_ha": -382.14710, "lumo_ha": -0.14591, "relative_energy_kj_mol": 933.2, "gap_ev": 3.7, "multiplicity": 1}

***

Values for M, g mol⁻¹, ordered as above
116.16; 116.16; 116.16; 116.16